Computed, not measured: C75H81BiN12O8 as an isolated structure in a non-equilibrium geometry, with wB97M-V/def2-TZVPD.

As for the total charge: 0. The calculation puts the HOMO-LUMO gap (alpha / beta) at 5.187 / 5.103 eV. The spin multiplicity is 1.

Positions of all 177 atoms, in Å:
Bi: -0.91140 0.38590 -0.02000
C: 0.23260 5.16040 -6.63960
C: 0.43080 3.66590 -6.93130
C: -0.16020 3.35710 -8.31480
C: 1.93510 3.39720 -6.88560
C: -0.43020 2.88440 -5.93220
O: -1.39580 3.41480 -5.41630
N: -0.23330 1.56070 -5.64670
C: 0.84830 0.66770 -5.72940
C: 1.44170 0.32240 -6.93870
C: 2.51650 -0.55010 -6.97510
C: 2.98500 -1.12650 -5.80650
C: 2.33130 -0.87190 -4.61210
C: 1.26320 0.01610 -4.55470
C: 0.49190 0.19660 -3.29880
C: 0.45650 1.46390 -2.71270
C: 1.21930 2.58850 -3.16040
C: 0.71100 3.67980 -2.53400
C: -0.34530 3.21680 -1.67400
N: -0.41520 1.86670 -1.75090
C: -1.18990 4.03520 -0.88870
C: -1.76040 3.49330 0.30010
C: -2.02900 4.17220 1.52220
C: -2.95980 3.43200 2.19120
C: -3.17120 2.26040 1.42050
C: -4.20500 1.29870 1.51300
C: -4.01920 -0.02130 1.08300
N: -2.98310 -0.52260 0.35850
C: -3.26340 -1.82260 0.09250
C: -2.63700 -2.61690 -0.87110
C: -1.66690 -2.17840 -1.76580
C: -1.15630 -2.96100 -2.85140
C: -0.30080 -2.17160 -3.54880
C: -0.26230 -0.90180 -2.88070
N: -1.10870 -0.93910 -1.81720
C: -3.20210 -3.96680 -1.13670
C: -2.53790 -5.10420 -0.70740
C: -3.01740 -6.36410 -1.02230
C: -4.19240 -6.48600 -1.74110
C: -4.88990 -5.36050 -2.14110
C: -4.38870 -4.09100 -1.87960
N: -5.07540 -2.91800 -2.23400
C: -5.51400 -2.30190 -3.37160
O: -5.93540 -1.16800 -3.24100
C: -5.57720 -2.99960 -4.73200
C: -7.00970 -3.55270 -4.81730
C: -5.39790 -1.92210 -5.81120
C: -4.53800 -4.09210 -4.98410
C: -4.46420 -2.19900 0.77770
C: -4.95030 -1.07230 1.36030
C: -5.60350 1.78410 1.58510
C: -6.35410 1.45520 0.44390
C: -7.58260 2.02530 0.18460
C: -8.09060 2.97290 1.05820
C: -7.39980 3.28530 2.21140
C: -6.17470 2.68520 2.50480
N: -5.54410 2.92180 3.73120
C: -5.86060 3.85940 4.68100
O: -6.72860 4.68750 4.53960
C: -5.06620 3.73490 5.98970
C: -5.49490 2.41870 6.64750
C: -3.55000 3.75660 5.78350
C: -5.44300 4.91900 6.88080
N: -2.32240 2.25780 0.34930
C: -1.65860 5.30560 -1.46310
C: -1.51740 5.42210 -2.86400
C: -1.97780 6.49390 -3.59540
C: -2.69620 7.49750 -2.97310
C: -2.94590 7.37460 -1.62160
C: -2.43590 6.32890 -0.85810
N: -2.88410 6.32820 0.48590
C: -2.60560 7.08580 1.58060
O: -3.31230 6.96040 2.56250
C: -1.40060 8.03000 1.57680
C: -0.21240 7.48300 0.78900
C: -0.97710 8.23860 3.03640
C: -1.85930 9.37460 0.99930
H: 0.71570 5.75460 -7.41280
H: 0.67120 5.41360 -5.67610
H: -0.82520 5.40550 -6.61530
H: 0.34770 3.93970 -9.07950
H: -1.21640 3.61600 -8.32620
H: -0.07060 2.30360 -8.56360
H: 2.44790 4.13020 -7.50700
H: 2.20500 2.41370 -7.24870
H: 2.30930 3.50510 -5.87040
H: -0.91230 1.27440 -4.94340
H: 1.04700 0.72280 -7.85920
H: 2.97780 -0.78510 -7.92300
H: 3.82920 -1.80060 -5.83230
H: 2.64760 -1.37030 -3.70790
H: 2.03700 2.53360 -3.85040
H: 1.05810 4.69210 -2.60220
H: -1.52650 5.04540 1.88490
H: -3.40910 3.69330 3.12420
H: -1.40900 -3.98370 -3.05240
H: 0.25170 -2.43230 -4.43090
H: -1.63130 -4.99370 -0.13180
H: -2.47840 -7.24160 -0.70460
H: -4.57360 -7.46590 -1.98150
H: -5.83340 -5.46330 -2.65180
H: -5.08090 -2.24090 -1.47420
H: -7.15970 -4.08230 -5.75570
H: -7.71920 -2.72900 -4.76300
H: -7.22090 -4.23330 -3.99450
H: -5.99020 -1.04380 -5.57150
H: -5.71140 -2.30670 -6.77920
H: -4.35450 -1.62150 -5.87720
H: -4.78750 -5.02970 -4.50170
H: -3.55420 -3.77740 -4.64500
H: -4.48010 -4.28200 -6.05440
H: -4.88350 -3.18670 0.78750
H: -5.85020 -0.95790 1.93190
H: -5.93530 0.77140 -0.28010
H: -8.11630 1.73630 -0.70860
H: -9.03090 3.46090 0.85410
H: -7.80680 4.00510 2.90200
H: -4.78920 2.28560 3.93870
H: -6.57030 2.40790 6.80790
H: -5.00270 2.30720 7.60960
H: -5.23340 1.56020 6.03190
H: -3.17700 2.86020 5.29140
H: -3.06960 3.81570 6.75820
H: -3.25110 4.63140 5.21000
H: -6.51790 4.96810 7.02060
H: -5.12070 5.84650 6.41570
H: -4.96240 4.82540 7.85020
H: -1.10410 4.60260 -3.42690
H: -1.82010 6.50980 -4.66250
H: -3.10710 8.32450 -3.53020
H: -3.58560 8.08760 -1.12270
H: -3.69840 5.74130 0.63870
H: 0.04130 6.47750 1.11640
H: 0.65240 8.12030 0.95570
H: -0.41230 7.45600 -0.27700
H: -0.64050 7.30290 3.47870
H: -1.81360 8.60730 3.62320
H: -0.16380 8.95860 3.09240
H: -1.12860 10.14570 1.23300
H: -2.81300 9.66550 1.43440
H: -1.96590 9.31760 -0.08030
N: 0.74680 2.38780 1.75090
C: 1.76450 2.14040 2.76380
C: 2.66980 0.96570 2.36090
N: 2.07240 -0.32200 2.13040
C: 1.47120 -1.01500 3.23960
C: 0.01550 -0.64580 3.58290
N: -0.86610 -0.95440 2.46370
H: 0.26790 3.25830 1.95400
H: 1.18510 2.47640 0.83960
H: 2.42140 3.01000 2.92750
H: 1.26300 1.94080 3.71520
H: 3.16810 1.24390 1.42800
H: 3.43480 0.85520 3.13460
H: 1.42220 -0.28500 1.35790
H: 1.47330 -2.08240 2.97740
H: 2.10710 -0.88140 4.12100
H: -0.25660 -1.20090 4.49530
H: -0.09160 0.42150 3.78880
H: -0.57230 -1.80570 1.99760
H: -1.82760 -1.04740 2.76410
O: 1.78630 0.45400 -0.67020
C: 2.61620 -0.39420 -0.97230
C: 2.50930 -1.82260 -0.95450
C: 3.60360 -2.54500 -1.43030
C: 3.58700 -3.92360 -1.51110
C: 2.42760 -4.63050 -1.12760
C: 1.36130 -3.95460 -0.63690
C: 1.34220 -2.52590 -0.46230
O: 0.36930 -1.97980 0.11070
N: 4.72960 -4.62490 -1.96500
O: 5.68770 -3.97510 -2.35390
O: 4.70390 -5.84660 -1.94790
H: 3.59790 -0.03940 -1.34650
H: 4.49560 -2.01570 -1.74250
H: 2.41890 -5.70660 -1.21750
H: 0.47990 -4.48690 -0.32150

Löwdin population analysis, charges in e, atoms 1 to 4: number 1, Bi, carries 2.03; number 2, C, carries -0.05; number 3, C, carries -0.50; number 4, C, carries -0.02